1.
{"formula": "C21H26ClN3O2", "method": "ωB97M-V with the def2-TZVPD basis set", "species": ["C", "H", "O", "C", "C", "C", "C", "C", "C", "N", "C", "O", "C", "C", "N", "C", "C", "N", "C", "C", "C", "C", "C", "C", "C", "H", "H", "H", "H", "H", "H", "H", "C", "C", "H", "H", "H", "H", "H", "H", "H", "H", "H", "H", "H", "H", "H", "H", "Cl", "H", "H", "H", "H"], "xyz": [[-5.6004, 1.2540, -3.1767], [-5.1875, 2.1192, -3.6933], [-4.8107, 1.0889, -2.0230], [-5.1154, 0.0590, -1.1682], [-6.1424, -0.8493, -1.3538], [-6.3698, -1.8560, -0.4260], [-5.5599, -1.9470, 0.6887], [-4.5228, -1.0502, 0.8986], [-4.2949, -0.0425, -0.0245], [-3.2796, 0.9049, 0.1049], [-2.4180, 1.1016, 1.1459], [-2.3849, 0.4163, 2.1420], [-1.5239, 2.3159, 0.9398], [-0.1931, 2.1915, 1.6865], [0.8270, 1.5908, 0.8444], [2.1584, 1.7903, 1.3887], [3.1966, 1.2400, 0.4165], [2.9615, -0.1762, 0.2178], [4.0326, -0.9235, -0.3061], [4.0099, -1.4479, -1.5971], [5.0638, -2.2007, -2.0804], [6.1653, -2.4413, -1.2803], [6.1861, -1.9450, 0.0112], [5.1338, -1.1991, 0.5195], [5.1728, -0.7436, 1.9483], [4.1626, -0.6116, 2.3268], [5.6900, -1.4802, 2.5599], [5.7075, 0.2020, 2.0478], [7.0330, -2.1545, 0.6499], [6.9961, -3.0218, -1.6527], [5.0252, -2.5922, -3.0867], [3.1622, -1.2575, -2.2378], [1.6475, -0.3717, -0.3528], [0.6067, 0.1717, 0.6245], [-0.3891, 0.0258, 0.2024], [0.6646, -0.3928, 1.5706], [1.4794, -1.4393, -0.5065], [1.5291, 0.1572, -1.3141], [4.1994, 1.3994, 0.8095], [3.1073, 1.7855, -0.5390], [2.3234, 2.8619, 1.5271], [2.2746, 1.2884, 2.3656], [-0.3601, 1.6164, 2.6122], [0.1589, 3.1891, 1.9596], [-2.0741, 3.1757, 1.3299], [-1.3267, 2.4824, -0.1194], [-3.2468, 1.5536, -0.6703], [-3.8965, -1.1227, 1.7716], [-5.8367, -3.1968, 1.8474], [-7.1729, -2.5586, -0.5772], [-6.7822, -0.7889, -2.2190], [-5.5410, 0.3793, -3.8313], [-6.6460, 1.4500, -2.9211]], "nbo_charge": [-0.248, 0.202, -0.517, 0.253, -0.271, -0.236, -0.047, -0.265, 0.186, -0.627, 0.690, -0.611, -0.514, -0.213, -0.450, -0.223, -0.217, -0.480, 0.241, -0.264, -0.211, -0.228, -0.190, -0.062, -0.638, 0.229, 0.218, 0.213, 0.205, 0.211, 0.210, 0.210, -0.226, -0.213, 0.198, 0.178, 0.214, 0.169, 0.211, 0.176, 0.201, 0.168, 0.200, 0.199, 0.240, 0.224, 0.419, 0.270, 0.007, 0.228, 0.222, 0.180, 0.180], "spin_multiplicity": 1, "smiles": "COc1ccc(Cl)cc1NC(=O)CCN1CCN(c2ccccc2C)CC1", "de_lowest_kcal_mol": 27.2, "e_lumo_ev": 0.55, "homo_ev": -8.0, "charge": 0, "energy_ev": -43287.182}

=====

2.
{"formula": "C30H47Cl2EuN4O7SSi", "method": "ωB97M-V with the def2-TZVPD basis set", "species": ["C", "C", "H", "H", "H", "C", "C", "H", "H", "H", "H", "Eu", "Cl", "C", "O", "N", "C", "C", "H", "H", "H", "H", "H", "H", "H", "H", "H", "C", "C", "N", "H", "C", "O", "H", "H", "H", "H", "H", "H", "C", "C", "N", "H", "C", "O", "H", "H", "H", "H", "O", "C", "C", "C", "H", "C", "H", "C", "H", "C", "C", "H", "H", "H", "Si", "Cl", "C", "C", "C", "H", "H", "H", "H", "H", "H", "H", "H", "H", "O", "C", "N", "S", "O", "O", "C", "C", "C", "C", "C", "C", "H", "H", "H", "H"], "xyz": [[5.5121, -1.0442, -2.2887], [4.1398, -0.6309, -2.6527], [6.2107, -1.1428, -3.1179], [5.5421, -1.9892, -1.7232], [5.9891, -0.3167, -1.6166], [3.7646, -0.6883, -3.9432], [4.6394, -1.1059, -5.0595], [2.8336, -0.2793, -4.2414], [4.9373, -2.1555, -5.0237], [5.5832, -0.5569, -5.1219], [4.1713, -0.9270, -6.0411], [-1.7208, -1.3103, 1.1249], [-2.0184, -3.3191, 3.0900], [-2.5133, 0.7327, -1.1203], [-2.6608, -0.5066, -1.0331], [-3.4947, 1.5619, -1.4903], [-4.8088, 0.9714, -1.7376], [-3.2681, 2.9457, -1.9301], [-1.5551, 1.2152, -0.8680], [-5.0165, 0.2433, -0.9467], [-4.8113, 0.4685, -2.7154], [-5.5647, 1.7609, -1.7318], [-2.9247, 3.6004, -1.1173], [-4.2257, 3.3424, -2.2981], [-2.5273, 2.9700, -2.7428], [-5.1931, 0.9156, 5.2258], [-3.4422, 0.8729, 6.6167], [-4.7329, 0.3800, 4.4047], [-2.6525, 0.5988, 5.9042], [-3.3095, 0.1850, 4.6509], [-4.8581, 0.9029, 3.4373], [-2.7323, -0.4075, 3.6197], [-3.4326, -0.6649, 2.6015], [-1.9578, 1.4597, 5.7807], [-1.6706, -0.7149, 3.7283], [-5.1867, -0.6065, 4.2565], [-2.0410, -0.2170, 6.3026], [1.6296, -3.7678, -2.2997], [0.9597, -2.5816, -4.5025], [0.6534, -4.2512, -2.4128], [-0.0476, -3.0184, -4.3952], [-0.3053, -3.3081, -2.9869], [0.2947, -4.6418, -1.4565], [-1.4335, -2.9021, -2.3237], [-1.6258, -3.0405, -1.1188], [-0.7982, -2.3286, -4.8019], [-2.1841, -2.4452, -2.9902], [0.7719, -5.0554, -3.1441], [-0.0531, -3.9479, -4.9857], [3.0517, -1.2620, -0.5048], [3.3768, -0.1256, -1.4516], [1.1157, -0.3009, -2.4556], [2.0387, 0.5186, -1.8146], [1.2787, -1.3913, -2.3845], [0.0968, 0.2534, -3.2280], [3.9912, 0.5752, -0.9015], [1.7930, 1.8980, -1.7532], [-0.5975, -0.4173, -3.7474], [0.0549, 1.6510, -3.4198], [0.8175, 2.4470, -2.5645], [2.4395, 2.5179, -1.1257], [-0.5849, 2.0945, -4.1906], [0.6906, 3.5391, -2.5956], [3.2086, -2.1910, 0.7738], [0.4454, -1.8376, -0.0306], [2.4854, -4.0237, 0.9984], [2.7019, -1.5172, 2.4866], [5.1061, -2.1577, 0.5337], [1.5974, -4.2603, 0.4348], [2.2231, -3.9903, 2.0516], [3.2549, -4.8062, 0.8525], [5.5318, -3.1090, 0.2186], [5.6380, -1.5828, 1.2862], [5.0172, -1.5011, -0.3417], [1.9968, -0.7029, 2.2873], [3.5541, -1.1495, 3.0530], [2.2181, -2.2973, 3.0732], [-3.7999, 2.3403, 1.5121], [-2.5946, 2.4338, 1.7880], [-1.7150, 1.4557, 1.4117], [-0.1621, 1.6121, 1.7858], [-0.2668, 2.2061, 3.3960], [0.1894, 0.1986, 2.0708], [-1.0196, 3.3340, 3.5068], [-0.7065, 4.1641, 4.5969], [-1.4832, 5.3077, 4.7527], [-2.6142, 5.5489, 3.9564], [-2.9486, 4.6220, 2.9597], [-2.0892, 3.5576, 2.6430], [0.1507, 3.9359, 5.2205], [-1.2366, 5.9921, 5.5598], [-3.2358, 6.4261, 4.1410], [-3.8748, 4.7386, 2.3944]], "mulliken_spin": [0.000, 0.000, 0.000, 0.000, 0.000, 0.000, 0.000, 0.000, 0.000, 0.000, 0.000, 6.967, -0.003, 0.013, 0.009, -0.001, -0.001, -0.001, 0.000, 0.000, 0.000, 0.000, 0.000, 0.000, 0.000, 0.000, 0.000, 0.001, -0.001, 0.001, 0.000, 0.000, 0.003, 0.000, 0.001, 0.000, 0.000, 0.000, 0.000, 0.000, 0.000, 0.001, 0.000, -0.001, 0.002, 0.000, 0.000, 0.000, 0.000, -0.003, -0.001, 0.002, 0.001, 0.002, -0.003, 0.000, 0.001, 0.000, -0.001, 0.000, 0.000, 0.000, 0.000, 0.001, 0.007, 0.001, 0.002, 0.000, -0.001, 0.000, 0.000, 0.000, 0.000, 0.000, 0.000, 0.000, 0.000, -0.001, 0.005, -0.003, 0.001, -0.001, 0.001, 0.000, 0.000, 0.000, 0.000, 0.000, -0.002, 0.000, 0.000, 0.000, 0.000], "spin_multiplicity": 8, "s2": 15.7593, "e_lumo_ev": [2.32, 2.32], "homo_ev": [-2.6, -5.1], "charge": -1, "energy_ev": -115256.380}

=====

3.
{"formula": "C22H24BrIN3V", "method": "ωB97M-V with the def2-TZVPD basis set", "species": ["V", "C", "N", "C", "C", "C", "C", "C", "C", "C", "N", "C", "C", "C", "C", "C", "C", "N", "C", "C", "H", "H", "H", "H", "H", "H", "H", "H", "H", "H", "H", "H", "H", "H", "H", "H", "H", "H", "H", "H", "Br", "C", "C", "C", "C", "C", "C", "I", "H", "H", "H", "H"], "xyz": [[0.6726, -0.2022, -1.0276], [2.4074, -2.5666, -1.5303], [2.5638, -1.1878, -1.0677], [3.2620, -0.3012, -2.0459], [3.2561, -1.0055, 0.2024], [4.6181, -1.1435, 0.3813], [5.1420, -1.0551, 1.6851], [4.2549, -0.7248, 2.7054], [2.9034, -0.4394, 2.4720], [2.3809, -0.4873, 1.2462], [1.2260, 0.1085, 0.8224], [0.1726, 0.7330, 1.4520], [-0.1774, 0.7314, 2.8223], [-1.3080, 1.4394, 3.2085], [-1.9188, 2.4379, 2.4363], [-1.5671, 2.4859, 1.0768], [-0.5909, 1.5970, 0.6279], [-0.1595, 1.6129, -0.8070], [0.8771, 2.6239, -1.1384], [-1.1873, 1.5744, -1.8311], [3.3125, -3.1545, -1.4653], [1.6845, -3.0427, -0.9496], [2.1394, -2.5193, -2.5737], [4.3430, -0.6136, -2.2410], [2.7157, -0.3853, -2.9674], [3.2036, 0.6901, -1.6930], [5.1950, -1.4343, -0.4892], [6.2058, -1.1227, 1.8849], [4.6700, -0.7534, 3.7389], [2.2901, 0.0238, 3.2281], [0.4377, 0.1805, 3.5423], [-1.7042, 1.1523, 4.1564], [-2.7620, 2.9675, 2.8482], [-2.1026, 3.0957, 0.3818], [0.5593, 3.3117, -1.9097], [1.2006, 3.1639, -0.2219], [1.8455, 2.1289, -1.5102], [-1.3794, 2.5966, -2.1656], [-0.8000, 0.9872, -2.6907], [-2.1406, 1.1128, -1.5943], [-3.7525, -3.8584, -2.3152], [-4.3584, -2.3509, -1.3502], [-5.6744, -1.8776, -1.5373], [-6.0884, -0.7209, -0.8892], [-5.1404, 0.0697, -0.1399], [-3.8598, -0.4152, 0.1085], [-3.4468, -1.5935, -0.6341], [-1.2534, -1.9873, -0.5917], [-6.4168, -2.4564, -2.0080], [-7.1216, -0.4392, -0.8909], [-5.4901, 0.8957, 0.4668], [-3.1392, 0.1176, 0.7815]], "nbo_charge": [1.327, -0.426, -0.507, -0.434, 0.222, -0.205, 0.043, -0.176, -0.049, 0.057, -0.372, 0.023, -0.101, -0.164, 0.008, -0.231, 0.289, -0.511, -0.432, -0.459, 0.281, 0.234, 0.252, 0.299, 0.244, 0.218, 0.275, 0.299, 0.303, 0.240, 0.263, 0.285, 0.293, 0.277, 0.289, 0.278, 0.224, 0.289, 0.237, 0.282, 0.209, -0.133, -0.186, -0.094, -0.189, -0.275, -0.079, 0.462, 0.281, 0.273, 0.257, 0.211], "spin_multiplicity": 1, "e_lumo_ev": [-16.44, -16.47], "homo_ev": [-19.5, -19.5], "charge": 4, "energy_ev": -131455.207}

=====

4.
{"formula": "C22H47BBr16N3O4", "method": "ωB97M-V with the def2-TZVPD basis set", "species": ["C", "C", "O", "C", "C", "C", "N", "C", "N", "O", "B", "O", "O", "N", "H", "H", "H", "H", "H", "H", "H", "H", "H", "H", "H", "H", "H", "H", "H", "Br", "C", "C", "Br", "H", "H", "H", "H", "Br", "C", "C", "Br", "H", "H", "H", "H", "Br", "C", "C", "Br", "H", "H", "H", "H", "Br", "C", "C", "Br", "H", "H", "H", "H", "Br", "C", "C", "Br", "H", "H", "H", "H", "Br", "C", "C", "Br", "H", "H", "H", "H", "Br", "C", "C", "Br", "H", "H", "H", "H", "Br", "C", "C", "Br", "H", "H", "H", "H"], "xyz": [[-1.9135, 3.7821, -1.5137], [-3.2550, 3.6086, -0.7802], [-3.2836, 2.4057, -0.0087], [-3.8428, 1.3153, -0.6884], [-3.7513, 0.0727, 0.1945], [-3.3786, 0.3640, 1.6627], [-3.0724, -1.0403, 2.1111], [-2.3552, -1.5275, 1.0408], [-1.4796, -2.5136, 1.1396], [-0.9281, -3.0730, 0.0249], [0.4632, -3.4197, 0.2342], [0.7439, -4.7662, 0.2698], [1.3550, -2.3769, 0.3831], [-2.6593, -0.9145, -0.1652], [-1.3298, 2.8557, -1.4106], [-2.0782, 3.9846, -2.5747], [-1.3372, 4.6113, -1.0947], [-4.0784, 3.6067, -1.5067], [-3.4358, 4.4113, -0.0609], [-4.9126, 1.5018, -0.9019], [-3.3395, 1.1454, -1.6505], [-4.7012, -0.4705, 0.1312], [-2.4210, 0.9032, 1.6299], [-4.0938, 0.8775, 2.3017], [-2.6230, -1.0954, 3.0153], [-1.3234, -2.9780, 2.0194], [1.4583, -5.0015, 0.8672], [2.2263, -2.7260, 0.5777], [-2.9778, -1.6270, -0.8143], [-1.7384, -8.2013, 1.6442], [-0.2468, -8.1179, 0.4004], [1.0230, -8.6678, 0.9932], [1.7898, -7.4603, 2.3142], [-0.1429, -7.0759, 0.1167], [-0.5403, -8.7072, -0.4648], [1.7782, -8.7797, 0.2192], [0.8763, -9.6139, 1.5028], [4.1757, -4.1326, -1.0595], [4.3622, -3.0806, -2.6861], [3.1484, -2.2341, -2.9406], [1.6370, -3.2949, -3.5631], [4.5533, -3.7891, -3.4852], [5.2341, -2.4503, -2.5317], [3.3576, -1.5050, -3.7179], [2.8093, -1.7211, -2.0489], [5.6756, 0.1929, -4.0144], [5.0994, 1.9587, -3.4234], [4.8903, 2.0353, -1.9361], [3.2615, 1.1102, -1.4059], [4.1935, 2.1725, -3.9785], [5.8840, 2.6462, -3.7330], [4.7578, 3.0714, -1.6319], [5.6997, 1.5877, -1.3693], [4.8815, 4.9836, 0.9753], [3.5885, 4.4286, 2.3168], [2.7380, 3.2866, 1.8288], [1.4211, 3.8608, 0.5233], [2.9983, 5.3054, 2.5606], [4.1703, 4.1239, 3.1832], [2.1755, 2.8504, 2.6509], [3.3310, 2.5179, 1.3422], [3.4298, 3.8844, -6.1825], [4.9042, 4.0929, -7.4319], [6.2023, 3.6064, -6.8434], [6.8978, 4.8081, -5.4833], [4.9309, 5.1438, -7.6986], [4.6488, 3.4978, -8.3051], [6.9673, 3.5439, -7.6132], [6.0886, 2.6374, -6.3663], [-7.7209, 5.7740, 1.1459], [-8.9013, 4.5983, 0.1427], [-8.1820, 3.3688, -0.3425], [-6.9973, 3.7560, -1.8351], [-9.3060, 5.1882, -0.6727], [-9.6997, 4.3199, 0.8260], [-8.8914, 2.6314, -0.7099], [-7.5670, 2.9337, 0.4366], [-4.0072, 2.2376, 5.2512], [-5.8384, 2.8735, 5.0729], [-6.8135, 1.7317, 4.9771], [-6.6814, 0.8536, 3.2441], [-5.8602, 3.5009, 4.1900], [-6.0411, 3.4732, 5.9567], [-7.8375, 2.0853, 5.0637], [-6.6230, 0.9636, 5.7187], [4.3076, -4.3718, 2.2472], [4.1664, -4.6709, 4.1694], [5.4041, -5.3326, 4.7153], [5.4881, -7.2072, 4.2256], [3.2818, -5.2799, 4.3276], [4.0250, -3.6890, 4.6144], [5.3953, -5.3008, 5.8019], [6.3116, -4.8687, 4.3430]], "lowdin_charge": [-0.065, -0.239, -0.174, -0.178, -0.211, -0.101, 0.125, -0.273, 0.117, 0.115, -0.766, 0.157, 0.175, 0.170, 0.074, 0.074, 0.055, 0.061, 0.124, 0.110, 0.139, 0.153, 0.137, 0.037, 0.150, 0.188, 0.030, 0.035, 0.160, 0.609, -0.692, -0.659, 0.641, 0.025, 0.064, 0.066, 0.054, 0.650, -0.663, -0.730, 0.651, 0.058, 0.030, 0.008, -0.010, 0.673, -0.696, -0.651, 0.662, -0.005, 0.014, 0.038, 0.059, 0.625, -0.688, -0.705, 0.603, 0.051, 0.060, 0.058, 0.014, 0.641, -0.676, -0.686, 0.633, 0.053, 0.062, 0.062, 0.031, 0.604, -0.693, -0.690, 0.654, 0.052, 0.060, 0.062, 0.028, 0.616, -0.681, -0.669, 0.645, 0.048, 0.065, 0.065, 0.052, 0.604, -0.671, -0.697, 0.623, 0.036, 0.060, 0.062, 0.052], "spin_multiplicity": 1, "e_lumo_ev": -2.32, "homo_ev": -11.6, "charge": 1, "energy_ev": -1157590.522}

=====

5.
{"formula": "C4H6N2O", "method": "ωB97M-V with the def2-TZVPD basis set", "species": ["N", "C", "C", "N", "C", "O", "C", "H", "H", "H", "H", "H", "H"], "xyz": [[0.5104, -0.3288, -2.1368], [0.0942, 0.1434, -0.8723], [0.6390, 1.1289, -0.0873], [0.0707, 1.0404, 1.1764], [-0.7463, -0.0633, 1.1745], [-0.6503, -0.9286, 2.2260], [-0.9119, -0.5073, -0.1088], [1.2521, 0.2496, -2.5074], [0.8733, -1.2776, -2.0569], [1.4091, 1.8554, -0.2923], [0.1001, 1.7880, 1.8573], [-1.1488, -1.7215, 2.0082], [-1.4916, -1.3786, -0.3807]], "nbo_charge": [-0.812, 0.088, -0.147, -0.554, 0.430, -0.670, -0.385, 0.364, 0.366, 0.207, 0.418, 0.484, 0.212], "spin_multiplicity": 1, "smiles": "Nc1c[nH]c(O)c1", "de_lowest_kcal_mol": 48.9, "e_lumo_ev": 0.84, "homo_ev": -7.2, "charge": 0, "energy_ev": -9271.382}

=====

6.
{"formula": "H2S3", "method": "ωB97M-V with the def2-TZVPD basis set", "species": ["S", "S", "S", "H", "H"], "xyz": [[0.6234, 0.5174, -0.4309], [-2.4627, -0.5986, -0.2934], [-1.0336, 0.4146, 0.8273], [0.5739, 1.4979, -1.3348], [-1.9537, -1.8833, -0.4753]], "nbo_charge": [-0.148, -0.139, 0.015, 0.130, 0.142], "spin_multiplicity": 1, "smiles": "SSS", "de_lowest_kcal_mol": 6.3, "e_lumo_ev": 0.12, "homo_ev": -9.4, "charge": 0, "energy_ev": -32537.926}